Computed, not measured: the molecule C24H27N5O5S at a distorted geometry, with the ωB97M-V functional and the def2-TZVPD basis.

Properties
**SMILES**: Cc1n[nH]c(=O)c2c(NC(=O)CSc3nc4ccccc4c(=O)n3CCCOC(C)C)oc(C)c12
**E_HOMO**: -7.92 eV
**Gap between HOMO and LUMO**: 8.37 eV
**Total energy**: -1978.983460 Eh
**ΔE to the lowest compared entry with this formula, charge and spin**: 29.1 kJ/mol
**Net charge**: 0

Positions of all 62 atoms, in Å:
C1 -1.7230 -0.9755 5.1279
C2 -1.2751 -0.0150 4.0794
N1 -0.0863 0.4688 4.1770
N2 0.3903 1.3366 3.2639
C3 -0.2501 1.8262 2.1559
O1 0.2846 2.6046 1.3783
C4 -1.5801 1.2867 2.0283
C5 -2.5202 1.4066 1.0333
N3 -2.4075 2.1032 -0.1537
C6 -2.6732 1.4608 -1.3574
O2 -3.5082 0.6043 -1.4770
C7 -1.9617 2.0651 -2.5586
H1 -2.4490 2.9956 -2.8542
H2 -2.0138 1.3484 -3.3778
S1 -0.2193 2.5024 -2.2745
C8 0.2459 1.1398 -1.2734
N4 -0.6734 0.2606 -1.0817
C9 -0.4721 -0.7167 -0.1507
C10 -1.4958 -1.6308 0.1200
C11 -1.3281 -2.5515 1.1280
C12 -0.1495 -2.5908 1.8735
C13 0.8730 -1.7115 1.5994
C14 0.7248 -0.7673 0.5821
C15 1.7884 0.1821 0.2795
O3 2.8798 0.1985 0.8135
N5 1.4684 1.1303 -0.6987
C16 2.4808 2.1195 -1.0059
C17 3.5230 1.5733 -1.9816
C18 2.9340 1.2171 -3.3518
O4 1.9693 0.1888 -3.3477
C19 2.3916 -1.1243 -3.0013
C20 3.5447 -1.6392 -3.8645
H3 3.6847 -2.6996 -3.6741
H4 3.3101 -1.4991 -4.9175
H5 4.4769 -1.1279 -3.6363
C21 1.1588 -2.0083 -3.1753
H6 0.3154 -1.5844 -2.6381
H7 1.3543 -3.0066 -2.7941
H8 0.8975 -2.0690 -4.2285
H9 2.7017 -1.1489 -1.9426
H10 3.7540 0.9764 -4.0414
H11 2.3947 2.0821 -3.7504
H12 4.2876 2.3368 -2.1294
H13 4.0006 0.7000 -1.5348
H14 1.9889 3.0039 -1.4148
H15 2.9652 2.3799 -0.0610
H16 1.7965 -1.7242 2.1583
H17 -0.0386 -3.3155 2.6659
H18 -2.1204 -3.2529 1.3465
H19 -2.4048 -1.5703 -0.4572
H20 -1.6119 2.7379 -0.1387
O5 -3.5746 0.6368 1.3070
C22 -3.3474 -0.0149 2.4772
C23 -2.1175 0.3499 2.9725
C24 -4.4051 -0.9370 2.9625
H21 -3.9878 -1.9146 3.1931
H22 -4.8806 -0.5479 3.8626
H23 -5.1571 -1.0417 2.1853
H24 1.3534 1.6103 3.4213
H25 -0.9475 -1.0747 5.8808
H26 -1.9168 -1.9478 4.6793
H27 -2.6423 -0.6252 5.5922



Computed, not measured: a 11-piece molecular cluster, C21H48N6O27 overall at a distorted geometry, with the ωB97M-V functional and the def2-TZVPD basis.

Properties
**SMILES**: C[N+](=O)[O-].C[N+](=O)[O-].C[N+](=O)[O-].C[N+](=O)[O-].C[N+](=O)[O-].C[N+](=O)[O-].COC(=O)OC.COC(=O)OC.COC(=O)OC.COC(=O)OC.COC(=O)OC
**E_HOMO**: -10.63 eV
**Gap between HOMO and LUMO**: 10.48 eV
**Total energy**: -3188.228531 Eh
**ΔE to the lowest compared entry with this formula, charge and spin**: 516.3 kJ/mol
**Net charge**: 0

Positions of all 102 atoms, in Å:
C1 5.4551 18.8570 -19.1374
N1 4.3513 19.6799 -18.5599
O1 4.6694 20.9055 -18.5139
O2 3.3532 19.2161 -18.1222
H1 5.4229 19.1079 -20.1977
H2 5.0759 17.8605 -18.9112
H3 6.4312 19.1139 -18.7258
C2 9.5019 10.5704 -12.1917
N2 9.8832 9.1473 -11.9161
O3 11.0732 8.9176 -11.6584
O4 8.9925 8.3041 -11.9526
H4 8.4204 10.6559 -12.0858
H5 9.5918 10.5057 -13.2761
H6 10.1697 11.2964 -11.7280
C3 -2.2423 21.1959 -10.5325
N3 -0.8284 21.2439 -11.1055
O5 -0.3530 22.2537 -11.5238
O6 -0.2007 20.1313 -11.1893
H7 -2.8015 20.3474 -10.9267
H8 -2.8946 22.0617 -10.6465
H9 -2.0814 21.0160 -9.4695
C4 3.5674 26.0218 -14.5602
N4 4.4438 26.2669 -13.3681
O7 4.8827 25.2089 -12.7956
O8 4.7229 27.4328 -13.0645
H10 4.0198 25.4518 -15.3717
H11 3.1502 26.9814 -14.8658
H12 2.8054 25.4341 -14.0483
C5 15.8585 19.0959 -19.2400
N5 15.9061 18.2430 -18.0499
O9 16.3024 18.6982 -16.9844
O10 15.2218 17.1941 -18.0207
H13 16.2189 18.4821 -20.0655
H14 16.5590 19.9099 -19.0532
H15 14.8296 19.3972 -19.4370
C6 16.0022 9.2157 -15.7210
N6 15.2170 10.4179 -15.6990
O11 14.0236 10.3349 -15.4340
O12 15.7727 11.4657 -15.7850
H16 17.0352 9.4259 -15.9982
H17 15.7476 8.5500 -16.5457
H18 16.0402 8.7588 -14.7321
C7 12.9522 18.8632 -10.7658
O13 11.8485 19.1286 -9.9253
C8 11.0296 18.0948 -9.5328
O14 11.1483 16.9146 -9.8450
O15 10.0810 18.5557 -8.7416
C9 9.0247 17.6998 -8.3748
H19 13.4265 17.9820 -10.3341
H20 13.5893 19.7472 -10.7958
H21 12.5483 18.6498 -11.7555
H22 8.3301 18.2934 -7.7805
H23 9.3497 16.8972 -7.7127
H24 8.6137 17.3378 -9.3172
C10 10.0154 15.9363 -14.8169
O16 8.7093 16.1212 -14.2447
C11 8.2014 17.3891 -14.2502
O17 8.7204 18.3803 -14.8039
O18 7.1032 17.3841 -13.4869
C12 6.5282 18.5888 -13.0709
H25 10.8308 16.1558 -14.1277
H26 10.1253 16.5761 -15.6925
H27 10.1947 14.9284 -15.1909
H28 5.8649 18.4058 -12.2256
H29 5.8562 18.9290 -13.8588
H30 7.1467 19.4527 -12.8272
C13 9.5941 26.5780 -18.2026
O19 10.8750 26.1168 -17.9136
C14 11.2315 25.2023 -16.9196
O20 12.4319 25.1214 -16.6060
O21 10.0268 24.6412 -16.3291
C15 10.2281 23.9364 -15.0821
H31 8.8571 26.7068 -17.4100
H32 9.2870 25.9876 -19.0659
H33 9.8233 27.5787 -18.5688
H34 10.8288 23.0588 -15.3208
H35 9.3502 23.4965 -14.6091
H36 10.8916 24.5073 -14.4324
C16 1.4592 13.7899 -11.8436
O22 0.9495 14.1669 -10.6165
C17 -0.2812 14.2272 -10.3968
O23 -1.2056 13.9703 -11.1585
O24 -0.3857 14.7583 -9.0960
C18 -1.6184 14.9254 -8.4550
H37 0.8075 13.3265 -12.5842
H38 2.3027 13.1145 -11.7002
H39 1.8468 14.7015 -12.2984
H40 -2.3547 14.1786 -8.7520
H41 -2.0935 15.8229 -8.8512
H42 -1.6188 14.9254 -7.3650
C19 3.7110 21.5025 -2.5778
O25 3.6562 21.1542 -3.9236
C20 4.3178 21.8824 -4.9074
O26 5.1863 22.6988 -4.7368
O27 4.0272 21.4046 -6.0102
C21 4.4318 22.0939 -7.2137
H43 2.9773 22.2763 -2.3521
H44 4.6821 21.8448 -2.2200
H45 3.4958 20.6095 -1.9910
H46 3.9914 21.6387 -8.1008
H47 5.5008 22.0368 -7.4188
H48 4.2720 23.1680 -7.1190